Formula: C35H84F2NNiO30P5S2
Source: the Open Molecules 2025 dataset
Level of theory: ωB97M-V/def2-TZVPD

```
160
Properties=species:S:1:pos:R:3:forces:R:3
Ni -0.39438 -0.31797 -1.82411 2.35 1.39 0.86
O 1.69923 2.12498 0.43401 0.17 0.85 0.71
C 1.00716 1.28318 -0.27427 -4.80 -2.63 0.17
O -0.18044 0.87598 -0.04580 -1.08 1.38 2.07
O 1.46728 0.75976 -1.26297 3.65 -0.96 -4.10
H 2.43890 2.16865 -0.17638 1.10 0.66 0.30
N -2.13873 -1.11949 -1.97870 -2.57 -4.49 0.39
S -3.62923 -0.66121 -2.16105 -4.72 6.52 -2.24
O -4.68993 -1.08236 -1.23438 2.71 0.04 -1.49
O -3.95717 -0.48717 -3.57801 0.21 -0.81 2.35
F -3.42057 0.92174 -1.75967 0.23 -1.25 0.40
S -2.65485 -2.79847 -2.11522 2.90 -3.93 0.99
O -3.40365 -3.16225 -3.26760 -0.27 1.05 0.12
O -2.95894 -3.47412 -0.88927 -0.06 1.42 0.00
F -1.24321 -3.46740 -2.43893 0.23 0.96 -0.23
C -2.83461 4.38417 -6.30326 0.45 -0.38 -0.45
C -3.26373 3.98162 -4.89046 -0.46 0.06 -1.62
O -2.71693 2.67792 -4.54751 2.05 0.08 1.13
P -1.18323 2.57536 -3.97770 -1.16 -1.08 0.27
O -0.87791 1.30012 -3.19635 -0.64 2.75 -1.53
O -1.01682 3.94458 -3.14676 1.05 -1.01 -2.15
C -1.49256 4.01719 -1.82146 -0.83 0.29 1.06
C -1.80061 5.47538 -1.49119 0.14 -0.04 -0.35
O -0.31826 2.76988 -5.33759 -3.54 -0.53 2.02
C 1.01404 3.06572 -5.27813 1.93 1.69 0.31
C 1.73884 2.12818 -6.10492 1.51 -2.24 -1.08
H -1.74973 4.37908 -6.40870 0.04 0.32 0.26
H -3.14318 3.67612 -7.07238 -0.36 -0.23 0.23
H -3.21140 5.35512 -6.62480 -0.07 0.09 0.36
H -3.02990 4.81490 -4.22784 0.24 -0.57 0.48
H -4.34217 3.82381 -4.90359 0.07 -0.04 0.30
H -2.40552 3.42560 -1.75359 0.02 -0.19 0.25
H -0.71789 3.59882 -1.17884 -0.24 -0.03 0.25
H -2.38605 5.95489 -2.27569 0.06 -0.19 -0.27
H -2.42841 5.58632 -0.60707 0.40 -0.22 0.27
H -0.86565 6.02979 -1.41009 -0.12 0.13 0.25
H 1.16014 4.06025 -5.69962 -0.09 0.39 0.45
H 1.42202 2.99469 -4.26986 -0.14 0.42 0.26
H 1.26908 1.94131 -7.07059 -0.13 0.13 0.00
H 2.77486 2.40667 -6.29781 0.01 0.33 0.06
H 1.80843 1.17830 -5.57485 -0.13 -0.29 -0.20
C -1.79935 -0.46631 -5.99915 0.51 0.40 0.43
C -1.47891 -1.89850 -5.50409 -3.46 1.07 0.59
O -0.21365 -2.38598 -5.62920 5.08 -0.43 0.40
P 0.96181 -1.99046 -4.56214 -0.97 -1.43 -0.79
O 0.43995 -1.11041 -3.48672 1.18 -0.57 -1.02
O 2.12139 -1.35108 -5.50390 -1.28 0.16 2.20
C 2.37843 -2.01319 -6.70227 1.49 -1.43 -2.67
C 3.75876 -1.63241 -7.24967 1.00 1.44 0.58
O 1.56640 -3.42537 -4.05446 -2.83 2.17 -1.80
C 2.55530 -3.47274 -3.07116 2.26 -1.38 0.46
C 2.41714 -4.78300 -2.26501 -0.57 0.45 0.25
H -1.07921 0.24311 -5.59144 0.23 -0.10 0.07
H -1.86189 -0.23130 -7.06167 0.33 -0.79 -0.28
H -2.75390 -0.10899 -5.61282 -0.07 -0.49 0.31
H -1.69777 -1.99069 -4.44027 -0.60 0.52 -0.33
H -2.13135 -2.60769 -6.01348 0.00 -0.05 0.01
H 2.39256 -3.09914 -6.60948 -0.27 -0.13 0.52
H 1.62919 -1.80689 -7.46659 -0.22 0.30 0.25
H 3.81899 -0.56513 -7.46273 -0.38 0.24 -0.07
H 4.57502 -1.73119 -6.53409 -0.27 -0.34 0.61
H 4.21421 -2.08132 -8.13237 -1.04 -0.63 -0.21
H 3.47965 -3.53490 -3.64545 0.41 0.17 0.31
H 2.63526 -2.57163 -2.46312 -0.46 -0.08 0.21
H 3.08573 -4.83985 -1.40602 0.12 0.41 -0.05
H 1.40116 -4.84921 -1.87579 -0.05 0.03 0.04
H 2.59400 -5.70355 -2.82125 0.03 0.31 -0.49
C -5.05521 -0.44293 6.59764 -0.40 -0.61 0.67
C -3.91512 -0.34715 5.60319 -0.94 -0.57 2.41
O -4.45701 0.16578 4.41627 0.45 0.81 -2.02
P -4.81307 1.70654 4.24499 0.41 1.30 -0.03
O -5.87729 2.23845 5.13819 1.15 -0.47 -1.41
O -3.32831 2.40049 4.51005 -1.67 -0.27 -0.37
C -3.27009 3.78356 4.91117 0.58 0.39 2.12
C -3.58063 3.95949 6.43810 -0.28 -0.55 -0.74
O -5.08494 1.94041 2.65375 -0.82 -0.98 2.86
C -4.23686 1.48149 1.61377 0.70 2.41 -0.90
C -3.50643 2.81025 1.10594 -0.10 -1.28 -0.13
H -5.89152 -0.98950 6.16181 -0.04 0.12 -0.39
H -4.74965 -1.11610 7.39863 0.17 0.38 0.44
H -5.46290 0.49986 6.96237 0.31 0.00 0.05
H -3.08634 0.21259 6.03667 0.07 0.36 -0.49
H -3.59196 -1.38706 5.55568 0.30 0.15 -1.17
H -2.22092 4.06422 4.81860 -0.08 -0.02 -0.60
H -3.91905 4.47865 4.37844 0.03 -0.43 -0.55
H -3.20245 3.07812 6.95606 -0.21 -0.14 0.03
H -3.09211 4.80665 6.91953 0.08 0.24 -0.45
H -4.65908 4.05375 6.56518 0.10 -0.20 0.25
H -3.56897 0.68193 1.93429 0.09 0.22 0.05
H -4.87402 1.13710 0.79921 0.03 -0.28 0.21
H -3.44824 3.60892 1.84544 0.25 -0.53 0.51
H -2.51804 2.52202 0.74803 0.12 0.30 -0.09
H -4.06391 3.29852 0.30663 -0.12 -0.43 -0.29
C 0.67102 -6.25438 0.83612 -0.60 -0.15 -1.46
C 0.01295 -4.86447 0.55316 -0.39 -3.69 -0.27
O 1.08667 -4.02421 0.70172 1.05 3.68 0.89
P 0.69327 -2.47653 0.65776 0.18 1.23 3.08
O 0.32173 -1.97846 -0.67956 -0.23 -0.02 -0.05
O -0.40008 -2.32043 1.88822 1.69 -0.04 -1.66
C -1.61108 -1.52225 1.82938 -0.52 0.46 -0.89
C -2.76309 -2.24937 2.45931 0.20 -0.19 -0.18
O 1.98353 -1.73193 1.31311 -3.58 -1.12 -0.08
C 3.17999 -1.59667 0.66514 3.36 -0.29 -0.27
C 4.11814 -2.78037 1.02185 0.14 -0.21 -0.14
H 1.61046 -6.38829 0.29983 0.46 0.77 0.32
H 0.80623 -6.41368 1.90591 -0.07 -0.08 -0.19
H 0.15982 -7.07335 0.33008 -0.86 -0.08 0.65
H -0.37518 -4.69842 -0.45177 -0.33 -0.61 -0.03
H -0.78401 -4.76032 1.28943 0.06 0.59 0.00
H -1.51630 -0.51995 2.24714 0.76 -0.11 0.16
H -1.86987 -1.37919 0.78025 0.16 0.04 -0.11
H -2.68812 -3.25625 2.04862 -0.55 -0.19 0.35
H -2.78968 -2.22131 3.54863 0.28 -0.24 -0.05
H -3.67532 -1.76704 2.10818 -0.11 -0.17 -0.06
H 3.11812 -1.38283 -0.40189 -0.36 -0.28 -0.13
H 3.66025 -0.72694 1.11347 -0.09 0.28 -0.10
H 3.72412 -3.76274 0.76149 -0.44 0.10 0.11
H 5.10791 -2.79358 0.56548 -0.07 0.66 -0.43
H 4.34067 -2.76356 2.08876 -0.37 -0.05 0.13
C 3.31660 0.12754 7.87345 0.38 -0.54 0.40
C 2.06874 0.60304 8.57216 0.28 1.51 -0.12
O 1.08600 -0.43996 8.51963 -0.82 0.03 -1.05
P -0.07957 -0.28372 7.42045 -1.35 -0.98 0.56
O -1.13181 -1.36911 7.47922 2.07 2.31 -0.08
O 0.69758 -0.15564 6.01007 0.40 0.00 3.50
C -0.05797 -0.02923 4.87665 -0.75 0.69 -3.19
C 0.88682 0.17493 3.69885 -0.03 -0.27 -0.52
O -0.61203 1.24335 7.74171 1.36 -2.46 -0.72
C -1.50269 1.33679 8.85081 -1.70 0.98 -1.36
C -1.50414 2.77172 9.27560 -0.63 0.08 0.85
H 4.21112 0.74928 7.91023 -0.27 0.40 0.49
H 3.54462 -0.80024 8.39818 0.39 -0.29 -0.52
H 3.15002 -0.02392 6.80696 -0.30 -0.33 0.15
H 2.16368 0.91714 9.61160 0.46 -0.71 0.24
H 1.72257 1.54528 8.14739 -0.43 -0.21 -0.53
H -0.64966 -0.92092 4.66957 -0.14 -0.13 0.29
H -0.72695 0.83132 4.88000 -0.21 0.11 0.57
H 1.27717 -0.78924 3.37311 0.35 0.19 0.16
H 0.37573 0.58319 2.82695 -0.35 -0.05 0.02
H 1.68605 0.89301 3.88239 0.08 -0.15 0.40
H -2.47959 1.12609 8.41565 -0.23 -0.26 0.14
H -1.42633 0.67877 9.71642 0.89 -0.32 -0.30
H -1.44172 3.54824 8.51322 0.51 -0.49 -0.30
H -2.52922 2.89106 9.62642 0.14 0.42 0.89
H -0.74891 2.88471 10.05339 -0.21 0.60 0.05
C 8.73800 -1.18511 -5.77650 -0.10 0.48 -0.12
C 7.62046 -1.82615 -4.98835 -1.17 -0.72 0.07
O 6.58627 -0.83070 -4.81652 0.31 1.17 0.10
C 5.65860 -0.81634 -3.83703 2.75 -6.66 0.95
O 5.53266 -1.80645 -3.05758 -0.24 3.30 -1.58
O 4.98731 0.23099 -3.97757 -0.87 3.09 -0.45
C 3.86561 0.45581 -3.18045 -1.58 -0.53 1.09
H 9.39239 -1.86720 -6.31929 0.01 -0.34 0.52
H 9.30603 -0.55403 -5.09300 0.24 -0.02 -0.20
H 8.34681 -0.54455 -6.56691 -0.28 0.10 0.14
H 7.93747 -2.25731 -4.03877 0.01 0.34 0.14
H 7.09453 -2.63046 -5.50272 0.38 -0.21 -0.31
H 3.30521 1.31612 -3.54639 0.24 -0.23 -0.27
H 4.07009 0.63108 -2.12425 0.50 -0.01 -0.09
H 3.26139 -0.45067 -3.21669 -0.32 0.26 0.04
```
Forces are in eV/Å.

Properties
multiplicity: 3
lowest unoccupied orbital energy (spin up / spin down): 0.0080 / -0.0032 hartree
M: 1314.727 g/mol
E: -215176.9252 eV
HOMO (spin up / spin down): -9.64 / -9.83 eV

Here are the Mulliken charges for atoms 1 to 2, given in e: number 1, Ni, carries 1.065; number 2, O, carries -0.572